# C3H3FO2Pb

A structure of composition C3H3FO2Pb (ωB97M-V with the def2-TZVPD basis set, OMol25).

Values from the calculation:
Frontier orbital gap   5.617 eV
Energy   -558.3696 a.u.
Molar mass   297.25 g/mol
Charge   +2
Largest force on an atom   10.98 eV/A

Each line ends with the Mulliken charge.
CARTESIAN COORDINATES (ANGSTROEM)
H (-1.52, 0.06, 0.21)  0.264
H (0.31, 1.38, -1.04)  0.316
O (1.01, 1.13, 0.91)  -0.093
C (-0.09, 1.11, -0.06)  -0.506
C (1.23, 0.08, 1.58)  0.146
H (-0.82, 1.84, 0.28)  0.349
O (0.23, -0.98, 1.05)  -0.322
C (-0.46, -0.54, 0.01)  0.419
F (-0.72, -1.33, -1.17)  -0.280
Pb (0.83, -2.76, -1.75)  1.707